Entry from OMol25: C42H52ClN6O5S3Tl as an isolated structure (ωB97M-V/def2-TZVPD).

CARTESIAN COORDINATES (ANGSTROEM)
Tl (0.520, 1.121, -1.787)
C (0.813, 3.915, -3.398)
N (-0.404, 3.147, -3.074)
C (-1.316, 3.879, -2.184)
C (-0.828, 3.955, -0.749)
N (-0.766, 2.650, -0.083)
C (-2.092, 2.047, 0.118)
C (-0.056, 2.750, 1.174)
C (-0.524, 3.619, 2.157)
C (0.118, 3.747, 3.374)
C (1.264, 2.998, 3.619)
C (1.739, 2.132, 2.655)
C (1.080, 1.980, 1.426)
S (1.790, 0.790, 0.349)
C (-1.085, 2.753, -4.292)
C (-1.619, 3.746, -5.112)
C (-2.266, 3.440, -6.292)
C (-2.381, 2.108, -6.673)
C (-1.859, 1.116, -5.869)
C (-1.208, 1.414, -4.663)
S (-0.644, 0.042, -3.731)
H (0.570, 4.866, -3.884)
H (1.382, 4.120, -2.491)
H (1.437, 3.320, -4.062)
H (-1.458, 4.908, -2.535)
H (-2.284, 3.382, -2.228)
H (0.175, 4.382, -0.719)
H (-1.493, 4.644, -0.213)
H (-2.789, 2.752, 0.587)
H (-2.510, 1.720, -0.837)
H (-1.982, 1.178, 0.761)
H (-1.418, 4.204, 1.970)
H (-0.268, 4.428, 4.121)
H (1.787, 3.092, 4.563)
H (2.643, 1.556, 2.821)
H (-1.518, 4.784, -4.815)
H (-2.672, 4.231, -6.910)
H (-2.876, 1.846, -7.600)
H (-1.939, 0.076, -6.159)
C (-5.352, -2.171, 0.821)
C (-4.392, -2.658, 1.921)
C (-3.545, -1.475, 2.404)
C (-5.268, -3.093, 3.108)
C (-3.563, -3.884, 1.389)
O (-4.504, -4.933, 1.097)
C (-2.549, -4.508, 2.389)
C (-1.098, -4.019, 2.583)
C (-0.874, -2.766, 3.390)
C (-0.231, -1.668, 2.829)
C (-0.029, -0.502, 3.553)
C (-0.464, -0.439, 4.866)
Cl (-0.220, 1.016, 5.782)
C (-1.081, -1.529, 5.461)
C (-1.277, -2.685, 4.721)
C (-3.003, -3.697, -0.049)
N (-1.974, -2.704, -0.302)
C (-2.085, -1.389, -0.526)
N (-0.896, -0.857, -0.707)
C (-0.068, -1.938, -0.676)
N (-0.682, -3.070, -0.442)
H (-6.118, -1.534, 1.266)
H (-5.849, -3.012, 0.338)
H (-4.842, -1.579, 0.058)
H (-4.184, -0.592, 2.486)
H (-2.722, -1.232, 1.737)
H (-3.123, -1.668, 3.388)
H (-5.732, -2.207, 3.545)
H (-4.692, -3.576, 3.899)
H (-6.074, -3.759, 2.794)
H (-4.859, -5.263, 1.928)
H (-2.462, -5.543, 2.050)
H (-3.036, -4.549, 3.366)
H (-0.608, -3.915, 1.623)
H (-0.587, -4.838, 3.098)
H (0.120, -1.710, 1.803)
H (0.462, 0.351, 3.100)
H (-1.401, -1.472, 6.493)
H (-1.755, -3.538, 5.191)
H (-3.855, -3.478, -0.688)
H (-2.594, -4.655, -0.359)
H (-3.017, -0.849, -0.503)
H (1.002, -1.867, -0.799)
C (3.955, -4.393, -0.748)
C (4.516, -3.003, -0.595)
C (4.780, -2.223, -1.718)
C (5.292, -0.942, -1.596)
C (5.511, -0.423, -0.330)
C (5.245, -1.173, 0.805)
C (4.756, -2.463, 0.667)
S (6.368, 1.116, -0.074)
O (5.890, 1.711, 1.146)
O (7.754, 0.764, -0.196)
N (6.058, 2.167, -1.283)
C (5.035, 3.211, -1.258)
C (3.678, 2.954, -1.951)
C (3.622, 1.738, -2.884)
O (4.612, 1.478, -3.563)
O (2.496, 1.110, -2.976)
H (4.615, -5.015, -1.355)
H (2.984, -4.359, -1.246)
H (3.821, -4.871, 0.222)
H (4.590, -2.626, -2.706)
H (5.488, -0.354, -2.484)
H (5.437, -0.743, 1.780)
H (4.554, -3.058, 1.551)
H (6.218, 1.783, -2.210)
H (5.504, 4.066, -1.743)
H (4.882, 3.463, -0.211)
H (3.481, 3.819, -2.589)
H (2.877, 2.877, -1.220)

**Charge**: 0
**Energy relative to the best compared isomer or geometry (same formula, charge and spin)**: 0.0000 eV
**Orbital gap**: 7.70 eV